Record 1
Entry from the Open Molecules 2025 dataset: a 9-piece molecular cluster, C27H52O27 overall in a non-equilibrium geometry (ωB97M-V/def2-TZVPD).

Values from the calculation:
SMILES string: COC(=O)OC.COC(=O)OC.COC(=O)OC.COC(=O)OC.COC(=O)OC.COC(=O)OC.COC(=O)OC.COC(=O)OC.O=C1OCCO1
Multiplicity: 1
Highest occupied orbital energy: -10.32 eV
Charge: 0
Energy: -3091.50007 Ha
Energy relative to the best compared isomer or geometry (same formula, charge and spin): 27.0 kcal/mol

CARTESIAN COORDINATES (ANGSTROEM)
1 C 3.2250 -19.8107 8.2849
2 C 4.4543 -20.0714 9.1958
3 O 5.0501 -18.8040 9.3648
4 C 4.4917 -17.9169 8.5146
5 O 4.8965 -16.8223 8.3192
6 O 3.3751 -18.4358 7.9616
7 H 2.2666 -19.9691 8.7706
8 H 3.3661 -20.3915 7.3722
9 H 5.1773 -20.7236 8.7049
10 H 4.1046 -20.5475 10.1085
11 C 12.9110 -17.0362 9.7612
12 O 11.5136 -16.8339 9.8128
13 C 10.6868 -17.8159 9.4831
14 O 11.0366 -18.9403 9.2112
15 O 9.4552 -17.3444 9.5164
16 C 8.3845 -18.3048 9.3306
17 H 13.2538 -17.6837 10.5672
18 H 13.3285 -16.0349 9.8127
19 H 13.2625 -17.4879 8.8314
20 H 7.5025 -17.7705 9.6758
21 H 8.5004 -19.1153 10.0469
22 H 8.3875 -18.5707 8.2808
23 C -2.5911 -13.5111 9.0308
24 O -1.6394 -14.5346 8.8632
25 C -1.1930 -14.7594 7.6355
26 O -1.5290 -14.1579 6.6570
27 O -0.2274 -15.6744 7.6823
28 C 0.5061 -15.8514 6.4798
29 H -3.6040 -13.7875 8.7332
30 H -2.3966 -12.6250 8.4204
31 H -2.5507 -13.2054 10.0710
32 H 1.4792 -16.2548 6.7474
33 H 0.5108 -15.0062 5.7983
34 H 0.0420 -16.6596 5.8993
35 C -0.3606 -17.1377 10.7404
36 O 0.8542 -17.8959 10.7137
37 C 1.0474 -18.8089 11.6720
38 O 0.2650 -19.1733 12.5010
39 O 2.3099 -19.1905 11.5341
40 C 2.8169 -20.2057 12.3929
41 H -0.8340 -17.0503 11.7155
42 H -1.0840 -17.5827 10.0569
43 H -0.0488 -16.1741 10.3490
44 H 2.5737 -20.0414 13.4402
45 H 3.8903 -20.2563 12.2399
46 H 2.4024 -21.1762 12.1124
47 C 6.5868 -19.6428 6.0053
48 O 7.6451 -20.3458 6.6521
49 C 8.0801 -21.4867 6.1667
50 O 7.5476 -22.1322 5.3068
51 O 9.1590 -21.8207 6.8575
52 C 9.9425 -22.9241 6.4111
53 H 5.7192 -20.3078 6.0010
54 H 6.9368 -19.4550 4.9884
55 H 6.3707 -18.7072 6.5117
56 H 9.3307 -23.6156 5.8348
57 H 10.3132 -23.4075 7.3110
58 H 10.7878 -22.5777 5.8204
59 C 4.7276 -17.2009 12.0001
60 O 5.4935 -16.4602 11.0906
61 C 5.4100 -15.1469 11.0776
62 O 4.6836 -14.4680 11.7566
63 O 6.3129 -14.6733 10.2501
64 C 6.2748 -13.2936 9.9264
65 H 3.6807 -17.0015 11.7600
66 H 4.9531 -17.0096 13.0536
67 H 4.8465 -18.2796 11.9255
68 H 5.2771 -12.8653 10.0287
69 H 6.7497 -13.1415 8.9669
70 H 6.8142 -12.7694 10.7247
71 C 3.8622 -24.8558 11.9314
72 O 2.5482 -24.3037 11.7834
73 C 2.3818 -23.2839 10.9852
74 O 3.1874 -22.7963 10.2329
75 O 1.1352 -22.8268 11.1795
76 C 0.5264 -21.8776 10.3235
77 H 4.2895 -24.8734 10.9281
78 H 3.8068 -25.8276 12.4048
79 H 4.4519 -24.1872 12.5612
80 H 0.9393 -21.8137 9.3233
81 H 0.2971 -20.9738 10.8938
82 H -0.5116 -22.2050 10.1790
83 C 6.4065 -23.8086 9.0434
84 O 7.6489 -23.7661 9.7608
85 C 8.0885 -22.5628 10.1057
86 O 7.4856 -21.5377 9.9597
87 O 9.2693 -22.7061 10.6765
88 C 9.8007 -21.5187 11.2966
89 H 6.4965 -23.6625 7.9702
90 H 5.7190 -23.1024 9.5093
91 H 6.0306 -24.8015 9.2896
92 H 9.0001 -21.1262 11.9246
93 H 10.0411 -20.7761 10.5364
94 H 10.6671 -21.8009 11.8807
95 C 1.8658 -23.3102 6.9932
96 O 1.9391 -24.6548 6.5501
97 C 1.0526 -25.0037 5.6165
98 O 0.0442 -24.4072 5.3520
99 O 1.4837 -26.1315 5.0598
100 C 0.6607 -26.6688 4.0264
101 H 0.9802 -23.1428 7.6065
102 H 1.9277 -22.5738 6.1951
103 H 2.6983 -23.1545 7.6786
104 H -0.3488 -26.2738 4.0272
105 H 0.6565 -27.7518 4.1429
106 H 1.1461 -26.5065 3.0636

Löwdin population analysis, charges in e, atoms 1 to 6:
1 C -0.09
2 C -0.11
3 O 0.05
4 C -0.58
5 O 0.17
6 O 0.06

Record 2
Entry from the Open Molecules 2025 dataset: a 10-piece molecular cluster, C30H78N2O13P overall in a non-equilibrium geometry (ωB97M-V/def2-TZVPD).

Values from the calculation:
Multiplicity: 1
Highest occupied orbital energy: -11.33 eV
Charge: +1
Energy: -2618.57083 Ha

CARTESIAN COORDINATES (ANGSTROEM)
1 C 1.7942 3.4335 0.7835
2 C 0.6174 3.1055 1.7531
3 C -0.6708 3.2993 0.9523
4 O -1.5071 2.0689 1.0357
5 C -2.2460 1.9759 -0.0479
6 N -2.9732 2.9491 -0.5664
7 C -3.6020 2.5356 -1.7556
8 C -3.2018 1.2545 -1.8500
9 N -2.3661 0.8981 -0.8031
10 C -1.6700 -0.3695 -0.4990
11 C -1.8061 -1.4648 -1.5542
12 P -0.2386 -1.7831 -2.4507
13 O 0.8622 -0.9235 -1.9733
14 O -0.5544 -1.5519 -4.0207
15 C 0.4505 -0.7552 -4.6992
16 C 0.1987 0.7682 -4.4969
17 O 0.0758 -3.3312 -2.1863
18 C 1.1359 -3.8555 -3.0453
19 C 2.5026 -3.5840 -2.3407
20 H 1.4895 4.2425 0.1009
21 H 2.0026 2.5398 0.1853
22 H 2.6576 3.8181 1.3331
23 H 0.7015 3.8326 2.5731
24 H 0.7163 2.1180 2.2141
25 H -1.2713 4.1337 1.3353
26 H -0.3883 3.4134 -0.1005
27 H -3.0801 3.8986 -0.2396
28 H -4.2283 3.1264 -2.4051
29 H -3.4876 0.5806 -2.6461
30 H -2.1091 -0.7458 0.4355
31 H -0.6261 -0.1315 -0.2564
32 H -2.5822 -1.2988 -2.3079
33 H -2.0836 -2.3980 -1.0203
34 H 0.3261 -0.9603 -5.7704
35 H 1.4765 -1.0457 -4.4527
36 H -0.2153 1.2229 -5.4016
37 H -0.4676 0.8962 -3.6373
38 H 1.1654 1.2401 -4.2825
39 H 0.9477 -4.9308 -3.1475
40 H 1.1085 -3.4408 -4.0601
41 H 3.1331 -4.4664 -2.4812
42 H 2.2950 -3.3787 -1.2864
43 H 2.9228 -2.6797 -2.7940
44 C -0.0464 5.8217 -2.8137
45 C -1.0479 5.1228 -3.7095
46 O -1.2247 3.7594 -3.3038
47 H 0.9132 5.3121 -2.8406
48 H 0.0985 6.8574 -3.1216
49 H -0.3923 5.8089 -1.7721
50 H -0.6996 5.1161 -4.7375
51 H -2.0188 5.6308 -3.6753
52 H -1.5395 3.7664 -2.3972
53 C 0.1807 1.1922 5.4510
54 C 0.2222 2.4742 6.2618
55 O 0.0882 3.6141 5.4082
56 H 0.9810 1.1849 4.7084
57 H 0.2904 0.3184 6.0946
58 H -0.7651 1.1088 4.9062
59 H 1.1707 2.5624 6.7849
60 H -0.5815 2.4913 7.0029
61 H -0.7572 3.5385 4.9556
62 C 3.5906 1.0901 -2.1622
63 C 3.9984 -0.1672 -1.4240
64 O 2.8938 -0.6764 -0.6713
65 H 3.2452 1.8491 -1.4600
66 H 4.4204 1.5010 -2.7402
67 H 2.7609 0.8799 -2.8424
68 H 4.8093 0.0404 -0.7262
69 H 4.3366 -0.9370 -2.1255
70 H 2.1758 -0.8699 -1.2941
71 C 1.8474 6.1712 -7.2998
72 C 2.3902 6.1969 -5.8836
73 O 1.6750 5.2842 -5.0470
74 H 0.7875 6.4307 -7.3071
75 H 2.3851 6.8734 -7.9379
76 H 1.9366 5.1705 -7.7297
77 H 2.2810 7.1903 -5.4502
78 H 3.4511 5.9300 -5.8720
79 H 1.7795 4.4034 -5.4224
80 C -0.3762 -9.4958 -2.9004
81 C 0.2248 -8.1130 -2.7363
82 O 0.8528 -7.6838 -3.9436
83 H 0.3942 -10.2145 -3.1813
84 H -0.8487 -9.8302 -1.9754
85 H -1.1253 -9.4996 -3.6959
86 H 0.9860 -8.1174 -1.9568
87 H -0.5484 -7.3865 -2.4608
88 H 0.1804 -7.6697 -4.6320
89 C 3.4565 -4.2131 2.0954
90 C 4.3728 -3.0781 2.5146
91 O 5.1042 -2.5793 1.4011
92 H 4.0344 -5.0242 1.6505
93 H 2.9003 -4.6046 2.9495
94 H 2.7436 -3.8729 1.3396
95 H 5.0960 -3.4239 3.2524
96 H 3.7942 -2.2585 2.9552
97 H 4.4635 -2.2625 0.7521
98 C 4.1622 1.4784 9.4553
99 C 3.2258 2.6206 9.1085
100 O 1.8626 2.2243 9.2547
101 H 3.9666 0.6173 8.8147
102 H 5.2049 1.7764 9.3354
103 H 4.0089 1.1532 10.4870
104 H 3.3669 2.9290 8.0727
105 H 3.4144 3.4838 9.7543
106 H 1.7325 1.9619 10.1712
107 C -3.3781 -3.8318 2.9343
108 C -4.0966 -4.0144 1.6112
109 O -3.1619 -3.9974 0.5243
110 H -2.8286 -2.8881 2.9442
111 H -4.0840 -3.8363 3.7658
112 H -2.6478 -4.6292 3.0921
113 H -4.8064 -3.2081 1.4509
114 H -4.6417 -4.9618 1.5933
115 H -2.5399 -4.7190 0.6642
116 C -8.1249 -0.3754 2.4621
117 C -6.9455 -1.2886 2.7383
118 O -7.0072 -2.4600 1.9271
119 H -9.0627 -0.8972 2.6533
120 H -8.0850 0.5170 3.0888
121 H -8.1371 -0.0658 1.4136
122 H -6.9480 -1.6120 3.7781
123 H -5.9998 -0.7690 2.5400
124 H -6.9957 -2.1774 1.0070

Löwdin population analysis, charges in e, atoms 1 to 6:
1 C -0.07
2 C -0.19
3 C -0.11
4 O 0.06
5 C -0.37
6 N 0.17

Record 3
Entry from the Open Molecules 2025 dataset: a 3-piece molecular cluster, C2H4O3Si overall in a non-equilibrium geometry (ωB97M-V/def2-TZVPD).

Values from the calculation:
Multiplicity: 1
Highest occupied orbital energy: -9.53 eV
Charge: 0
Energy: -593.67464 Ha
Energy relative to the best compared isomer or geometry (same formula, charge and spin): 121.6 kcal/mol

CARTESIAN COORDINATES (ANGSTROEM)
1 C 3.3999 -1.3861 -1.6505
2 C -0.8765 1.6334 1.6158
3 O 3.1193 -2.4702 -1.6039
4 O 2.4760 0.0077 0.9614
5 O 2.7836 1.3171 0.6511
6 Si 1.9247 0.4456 -0.5091
7 H -0.9428 1.8755 0.5515
8 H 0.1576 1.6360 1.6498
9 H -1.3037 2.5651 1.8532
10 H -1.6860 0.7829 1.6926

Löwdin population analysis, charges in e, atoms 1 to 6:
1 C -0.08
2 C -0.05
3 O 0.08
4 O -0.36
5 O -0.34
6 Si 0.72

Record 4
Entry from the Open Molecules 2025 dataset: C4H20BClCrO4 as an isolated structure in a non-equilibrium geometry (ωB97M-V/def2-TZVPD).

Values from the calculation:
Multiplicity: 5
Highest occupied orbital energy (spin up / spin down): -9.18 / -9.25 eV
Charge: 0
Energy: -1994.56731 Ha
Energy relative to the best compared isomer or geometry (same formula, charge and spin): 148.2 kcal/mol

CARTESIAN COORDINATES (ANGSTROEM)
1 Cr 20.1172 -20.5665 -19.4966
2 Cl 20.1188 -23.1710 -21.5095
3 B 19.8639 -18.4130 -17.3387
4 H 19.7017 -19.3588 -16.8454
5 H 20.8864 -18.3762 -17.6814
6 H 19.2241 -18.3829 -18.2070
7 H 19.6477 -17.5295 -16.7581
8 C 21.0154 -23.5459 -16.6677
9 O 21.3592 -22.2639 -17.2362
10 H 21.8908 -24.1896 -16.5808
11 H 20.5921 -23.4293 -15.6701
12 H 20.2181 -24.1224 -17.1367
13 H 22.0513 -21.9129 -16.6711
14 C 18.0010 -17.7329 -21.7705
15 O 18.9648 -18.7426 -21.7535
16 H 18.3658 -16.7331 -21.5353
17 H 17.4741 -17.6624 -22.7221
18 H 17.3026 -18.0471 -20.9948
19 H 19.2523 -18.7622 -22.6692
20 C 23.5252 -18.4492 -20.8395
21 O 22.8698 -19.6847 -20.7101
22 H 23.5798 -17.8774 -19.9131
23 H 24.5040 -18.5759 -21.3021
24 H 22.9823 -17.7058 -21.4233
25 H 23.5169 -20.3030 -21.0574
26 C 16.3785 -22.6785 -18.4991
27 O 17.1751 -21.4779 -18.5368
28 H 17.0084 -23.5619 -18.6026
29 H 15.7689 -22.6702 -17.5955
30 H 15.6654 -22.7059 -19.3230
31 H 16.6052 -20.8330 -18.1115

Löwdin population analysis, charges in e, atoms 1 to 6:
1 Cr 1.04
2 Cl -0.48
3 B -0.39
4 H -0.09
5 H -0.09
6 H -0.10